(1)
A cluster of 2 separate species, C6H12N in total at a distorted geometry, computed with ωB97M-V with the def2-TZVPD basis set.

Each line ends with the Löwdin charge.
Atoms and positions in Å:
1 C -1.0245 1.0691 -2.3179  -0.098
2 C -0.7721 2.1930 -1.2701  -0.262
3 C -0.5873 1.6638 0.1325  -0.250
4 C 0.6504 0.8160 0.3446  -0.200
5 C 0.6039 -0.4893 0.0647  0.082
6 N 1.0770 -4.1594 2.6598  0.007
7 C 0.8241 -3.1346 1.9691  -0.167
8 H -2.0791 0.7829 -2.2939  0.072
9 H -0.3582 0.2294 -1.9943  0.054
10 H -0.7605 1.3593 -3.3353  0.065
11 H -1.5643 2.9182 -1.4069  0.095
12 H 0.1513 2.7352 -1.5427  0.107
13 H -1.3272 0.8937 0.3519  0.101
14 H -0.7696 2.3934 0.9304  0.110
15 H 1.4069 1.2423 1.0022  0.100
16 H 1.5350 -1.0406 -0.1304  0.047
17 H 1.8121 -4.1018 3.3673  0.036
18 H 1.3435 -2.1679 1.9755  0.042
19 H -0.1614 -3.2027 1.4935  0.060

The total energy comes out at -7901.910 eV. The HOMO energy (spin up / spin down) comes out at -9.13 / -9.67 eV. The calculation puts the HOMO-LUMO gap (spin up / spin down) at 10.18 / 8.95 eV. The calculation puts the energy relative to the best compared isomer or geometry (same formula, charge and spin) at 226.2 kJ/mol. As for the spin multiplicity: 2. The LUMO energy (spin up / spin down) comes out at 1.05 / -0.71 eV. Its total charge is 0.

(2)
The ion C6H12N with charge +1 at a distorted geometry, computed with ωB97M-V with the def2-TZVPD basis set.

Each line ends with the Löwdin charge.
Atoms and positions in Å:
1 C 0.9266 1.5790 0.0600  0.097
2 C 0.9647 0.2520 -0.0422  -0.386
3 C 1.9942 -0.4457 0.7536  -0.051
4 C 0.1967 -0.4277 -1.1441  -0.090
5 C -1.2028 -0.7355 -0.7152  -0.234
6 C -1.9552 0.3543 -0.1972  -0.031
7 N -1.4538 -0.6917 0.7102  0.147
8 H 1.5644 1.9994 0.8269  0.095
9 H 0.3151 2.1811 -0.4878  0.052
10 H 1.6055 -0.8921 1.6542  0.083
11 H 2.7284 0.2185 1.1831  0.090
12 H 2.5937 -1.2038 0.3518  0.076
13 H 0.6490 -1.3272 -1.6150  0.140
14 H 0.1211 0.3429 -2.0217  0.173
15 H -1.8003 -1.3003 -1.3591  0.158
16 H -1.5785 1.2917 0.2681  0.148
17 H -2.8993 0.3846 -0.5461  0.106
18 H -0.6275 -0.1759 1.2150  0.202
19 H -2.1421 -1.4035 1.1053  0.226

The total energy comes out at -7897.177 eV. The HOMO energy comes out at -13.96 eV. The calculation puts the HOMO-LUMO gap at 10.69 eV. The calculation puts the energy relative to the best compared isomer or geometry (same formula, charge and spin) at 278.3 kJ/mol. Its SMILES is C=C(C)C[C@@H]1C[NH2+]1. The LUMO energy comes out at -3.27 eV. Its total charge is +1.

(3)
A cluster of 2 separate species, C6H12N2 in total, computed with ωB97M-V with the def2-TZVPD basis set.

Each line ends with the Löwdin charge.
Atoms and positions in Å:
1 H 0.8965 -0.8704 2.7063  0.048
2 N 1.4299 -0.6369 1.8717  0.106
3 C 0.9393 0.2811 1.1577  -0.248
4 C 1.6077 0.7126 -0.0662  -0.374
5 C 1.0217 1.6123 -0.8549  0.060
6 C 2.9372 0.0935 -0.3586  -0.074
7 H 0.0024 0.8106 1.3771  0.104
8 H 0.0545 2.0253 -0.6208  0.044
9 H 1.4849 1.9500 -1.7671  0.064
10 H 3.3275 0.4330 -1.3140  0.073
11 H 3.6409 0.3477 0.4315  0.080
12 H 2.8405 -0.9898 -0.3639  0.075
13 H -3.1501 0.9846 0.4214  0.051
14 N -2.3335 0.9177 -0.1880  0.082
15 C -2.0519 -0.2447 -0.5627  -0.328
16 C -2.7446 -1.5242 -0.2235  -0.078
17 H -1.1834 -0.3413 -1.2101  0.094
18 H -3.6076 -1.3524 0.4182  0.072
19 H -3.0674 -2.0210 -1.1372  0.074
20 H -2.0446 -2.1877 0.2832  0.074

The total energy comes out at -9395.404 eV. The HOMO energy comes out at -9.40 eV. The calculation puts the HOMO-LUMO gap at 10.35 eV. The calculation puts the energy relative to the best compared isomer or geometry (same formula, charge and spin) at 139.5 kJ/mol. Its SMILES is [H]/N=C/C(=C)C.[H]/N=C\C. The LUMO energy comes out at 0.95 eV. Its total charge is 0.

(4)
A structure of composition C6H12N2 at a distorted geometry, computed with ωB97M-V with the def2-TZVPD basis set.

Each line ends with the Löwdin charge.
Atoms and positions in Å:
1 C 0.1547 1.8930 -0.0801  -0.095
2 C -1.3976 0.0315 0.6387  -0.471
3 N -1.6146 -1.0069 1.4146  0.053
4 N -2.2343 0.3110 -0.4174  0.135
5 C -0.0466 0.5649 0.6258  -0.217
6 H -2.9676 -0.3474 -0.6285  0.096
7 H -1.8433 0.7472 -1.2419  0.086
8 H -2.5553 -1.3863 1.3596  0.064
9 H -0.5173 -1.8880 0.9891  0.098
10 H 0.3292 0.5995 1.6468  0.131
11 H -0.0320 1.8241 -1.1540  0.067
12 H -0.5088 2.6580 0.3317  0.084
13 H 1.1743 2.2515 0.0516  0.074
14 C 2.0743 -0.2526 -0.8865  -0.095
15 C 1.0222 -0.7909 0.0132  -0.273
16 C 0.7232 -1.9621 0.4600  -0.008
17 H 1.6547 0.2554 -1.7561  0.073
18 H 2.7079 -1.0691 -1.2338  0.078
19 H 2.6953 0.4773 -0.3642  0.076
20 H 1.1817 -2.9100 0.2314  0.045

The total energy comes out at -9394.267 eV. The HOMO energy comes out at -8.45 eV. The calculation puts the HOMO-LUMO gap at 9.29 eV. The calculation puts the energy relative to the best compared isomer or geometry (same formula, charge and spin) at 249.2 kJ/mol. The LUMO energy comes out at 0.83 eV. Its total charge is 0.

(5)
A cluster of 2 separate species, C6H12N2 in total at a distorted geometry, computed with ωB97M-V with the def2-TZVPD basis set.

Each line ends with the Löwdin charge.
Atoms and positions in Å:
1 C 1.4320 -0.4170 -1.5776  -0.036
2 C 0.0360 -0.9142 -1.3278  -0.360
3 C -1.0001 -0.1044 -0.9017  -0.105
4 N -2.0942 -0.8898 -0.8103  0.048
5 C -1.6842 -2.1865 -1.0581  -0.191
6 N -0.4049 -2.2038 -1.3550  0.084
7 H 1.3656 0.4029 -2.3021  0.076
8 H 2.0048 -1.1679 -2.1185  0.075
9 H 1.8832 -0.0261 -0.6718  0.052
10 H -0.8984 0.9394 -0.6744  0.097
11 H -3.0302 -0.6450 -0.5483  0.142
12 H -2.3802 -2.9382 -1.3822  0.108
13 C 0.2090 1.9442 1.7336  -0.151
14 C 0.9293 0.5743 1.8958  -0.157
15 H -0.1281 2.2042 0.7391  0.037
16 H -0.4818 2.0253 2.5714  0.062
17 H 0.9751 2.7025 1.9361  0.058
18 H 0.9443 0.1523 2.9018  0.063
19 H 1.9725 0.7084 1.6155  0.058
20 H 0.3504 -0.1605 1.3346  0.042

The total energy comes out at -9396.172 eV. The HOMO energy comes out at -8.41 eV. The calculation puts the HOMO-LUMO gap at 9.33 eV. The calculation puts the energy relative to the best compared isomer or geometry (same formula, charge and spin) at 65.4 kJ/mol. Its SMILES is Cc1c[nH]cn1.CC. The LUMO energy comes out at 0.92 eV. Its total charge is 0.

Please write out number 1 again, unchanged.
A cluster of 2 separate species, C6H12N in total at a distorted geometry, computed with ωB97M-V with the def2-TZVPD basis set.

Each line ends with the Löwdin charge.
Atoms and positions in Å:
1 C -1.0245 1.0691 -2.3179  -0.098
2 C -0.7721 2.1930 -1.2701  -0.262
3 C -0.5873 1.6638 0.1325  -0.250
4 C 0.6504 0.8160 0.3446  -0.200
5 C 0.6039 -0.4893 0.0647  0.082
6 N 1.0770 -4.1594 2.6598  0.007
7 C 0.8241 -3.1346 1.9691  -0.167
8 H -2.0791 0.7829 -2.2939  0.072
9 H -0.3582 0.2294 -1.9943  0.054
10 H -0.7605 1.3593 -3.3353  0.065
11 H -1.5643 2.9182 -1.4069  0.095
12 H 0.1513 2.7352 -1.5427  0.107
13 H -1.3272 0.8937 0.3519  0.101
14 H -0.7696 2.3934 0.9304  0.110
15 H 1.4069 1.2423 1.0022  0.100
16 H 1.5350 -1.0406 -0.1304  0.047
17 H 1.8121 -4.1018 3.3673  0.036
18 H 1.3435 -2.1679 1.9755  0.042
19 H -0.1614 -3.2027 1.4935  0.060

The total energy comes out at -7901.910 eV. The HOMO energy (spin up / spin down) comes out at -9.13 / -9.67 eV. The calculation puts the HOMO-LUMO gap (spin up / spin down) at 10.18 / 8.95 eV. The calculation puts the energy relative to the best compared isomer or geometry (same formula, charge and spin) at 226.2 kJ/mol. As for the spin multiplicity: 2. The LUMO energy (spin up / spin down) comes out at 1.05 / -0.71 eV. Its total charge is 0.

Copy entry 4 word for word.
A structure of composition C6H12N2 at a distorted geometry, computed with ωB97M-V with the def2-TZVPD basis set.

Each line ends with the Löwdin charge.
Atoms and positions in Å:
1 C 0.1547 1.8930 -0.0801  -0.095
2 C -1.3976 0.0315 0.6387  -0.471
3 N -1.6146 -1.0069 1.4146  0.053
4 N -2.2343 0.3110 -0.4174  0.135
5 C -0.0466 0.5649 0.6258  -0.217
6 H -2.9676 -0.3474 -0.6285  0.096
7 H -1.8433 0.7472 -1.2419  0.086
8 H -2.5553 -1.3863 1.3596  0.064
9 H -0.5173 -1.8880 0.9891  0.098
10 H 0.3292 0.5995 1.6468  0.131
11 H -0.0320 1.8241 -1.1540  0.067
12 H -0.5088 2.6580 0.3317  0.084
13 H 1.1743 2.2515 0.0516  0.074
14 C 2.0743 -0.2526 -0.8865  -0.095
15 C 1.0222 -0.7909 0.0132  -0.273
16 C 0.7232 -1.9621 0.4600  -0.008
17 H 1.6547 0.2554 -1.7561  0.073
18 H 2.7079 -1.0691 -1.2338  0.078
19 H 2.6953 0.4773 -0.3642  0.076
20 H 1.1817 -2.9100 0.2314  0.045

The total energy comes out at -9394.267 eV. The HOMO energy comes out at -8.45 eV. The calculation puts the HOMO-LUMO gap at 9.29 eV. The calculation puts the energy relative to the best compared isomer or geometry (same formula, charge and spin) at 249.2 kJ/mol. The LUMO energy comes out at 0.83 eV. Its total charge is 0.